DFT (ωB97M-V/def2-TZVPD) results for C22H30O4 in the gas phase.

Summary:
- HOMO (eV) = -8.869
- ΔE to the lowest compared entry with this formula, charge and spin (kJ/mol) = 0.0
- SMILES = C[C@]12CCC(=O)C=C1C=C[C@@H]1[C@@H]2CC[C@@]2(C)[C@H]1CC[C@@]2(O)CCC(=O)O
- molecular weight (g mol⁻¹) = 358.478
- DFT total energy (eV) = -31492.09068
- net charge = 0

Structure (XYZ):
```
56
Properties=species:S:1:pos:R:3:forces:R:3
C -2.068742 -0.746204 3.129020 0.1192 -0.0817 -0.1021
C -0.986720 -1.566753 2.409266 -0.0103 -0.1797 -0.1080
C -1.439034 -3.028443 2.267177 -0.0196 0.1241 0.1879
C -1.512156 -3.762769 3.601296 -0.0567 -0.1424 -0.0621
C -0.227913 -3.664050 4.394573 -0.4343 -0.2583 -0.1012
O 0.095192 -4.511929 5.202671 0.0420 0.0625 -0.0232
C 0.573273 -2.474065 4.148852 0.4036 0.4326 -0.0720
C 0.266244 -1.513015 3.256822 -0.2735 -0.6278 0.1750
C 1.125108 -0.360770 3.099729 0.3785 0.4615 -0.0939
C 0.943446 0.564311 2.155129 -0.1066 -0.0962 0.1336
C -0.159475 0.482842 1.152196 0.2291 -0.2727 -0.2699
C -0.629839 -0.977427 1.020395 -0.3329 0.1990 0.1046
C -1.739528 -1.112034 -0.027557 0.1789 -0.1454 -0.0897
C -1.312441 -0.532195 -1.382059 -0.0262 0.1456 0.1230
C -0.897728 0.931338 -1.233736 0.0623 -0.0898 -0.2286
C -2.114735 1.769726 -0.811626 0.2590 -0.0991 0.0800
C 0.259378 0.996181 -0.225686 -0.2275 0.1866 0.1916
C 0.752505 2.436302 -0.342109 0.0904 -0.1300 -0.0338
C 0.597276 2.759301 -1.838682 -0.1413 0.0684 -0.1230
C -0.270708 1.647201 -2.478165 0.3342 -0.4251 0.2982
O -1.252817 2.274623 -3.281496 -0.3204 0.1382 -0.2665
C 0.569376 0.710088 -3.372154 -0.1542 0.2994 -0.0478
C 1.049931 1.418514 -4.643238 -0.0107 0.0488 0.1607
C 2.382955 2.105648 -4.499954 0.1691 -0.1715 0.0237
O 3.293578 1.755473 -3.796776 0.0545 -0.0701 0.1411
O 2.466745 3.170236 -5.308083 -0.1511 0.4786 -0.4285
H -2.293782 -1.190172 4.095137 -0.0470 -0.0085 0.0815
H -2.984266 -0.719126 2.543867 -0.1419 0.0501 -0.0671
H -1.732604 0.270167 3.312828 -0.0152 0.1245 0.0390
H -2.421241 -3.066518 1.794590 0.0182 -0.0074 -0.0985
H -0.729985 -3.552809 1.621358 -0.0010 0.0012 -0.1111
H -1.749102 -4.817440 3.447353 0.0267 0.0467 0.1014
H -2.308358 -3.347178 4.226704 0.0093 -0.0412 0.0136
H 1.473967 -2.394304 4.743342 0.0893 0.0413 0.0624
H 1.949170 -0.277213 3.794503 0.1110 0.0566 0.0582
H 1.600455 1.419349 2.091511 0.1592 0.0899 0.0886
H -0.981528 1.110778 1.510850 -0.0453 0.0104 -0.0147
H 0.231190 -1.553264 0.654526 0.0451 0.0164 0.0060
H -2.648529 -0.618813 0.314943 -0.1075 -0.0320 0.0455
H -1.973159 -2.167603 -0.176612 -0.0847 0.0172 0.0610
H -0.470234 -1.121897 -1.748322 0.0278 -0.0398 -0.0867
H -2.135685 -0.637270 -2.093167 -0.0181 -0.0430 -0.1106
H -2.941977 1.582027 -1.492272 -0.0860 0.0394 -0.0320
H -2.450455 1.530641 0.191286 -0.0732 -0.0127 0.1178
H -1.887118 2.829399 -0.854592 -0.0698 0.1539 0.0218
H 1.056175 0.337157 -0.591502 -0.0039 -0.0484 -0.0237
H 1.787825 2.542978 -0.025412 0.0347 0.0635 0.0994
H 0.140316 3.097018 0.272795 -0.0085 0.0507 0.0462
H 0.105077 3.716115 -2.000514 0.0120 0.0684 -0.0215
H 1.570401 2.800459 -2.318999 0.0377 0.0840 0.0219
H -1.812839 1.590306 -3.666252 -0.0221 0.0233 -0.0212
H 1.432841 0.333359 -2.824524 -0.0113 -0.1422 0.0194
H -0.050775 -0.137589 -3.672848 0.0333 -0.0377 0.0473
H 1.179524 0.688360 -5.446510 0.0114 0.0586 -0.0354
H 0.315635 2.156085 -4.971492 0.0781 -0.1512 -0.0686
H 3.337836 3.591001 -5.239537 -0.0140 -0.2874 0.1912
```
Forces are in eV/Å.


DFT (ωB97M-V/def2-TZVPD) results for a molecular structure, C22H31BrCl2HgN3O3 at a distorted geometry.

Summary:
- HOMO (spin up / spin down) (eV) = -3.361 / -0.839
- ΔE to the lowest compared entry with this formula, charge and spin (kJ/mol) = 0.0
- molecular weight (g mol⁻¹) = 736.908
- DFT total energy (eV) = -133192.88700
- net charge = -1

Structure (XYZ):
```
63
Properties=species:S:1:pos:R:3:forces:R:3
O 0.277696 -1.427237 -0.254524 0.8091 2.3910 1.6372
C 0.283000 -2.555835 -0.773295 -2.8407 -3.6220 -0.1231
C -0.842509 -3.482596 -0.485930 1.8254 1.3934 -0.7136
C -1.433963 -3.481986 0.790767 -0.8803 -0.1044 0.5666
H -1.014007 -2.843988 1.573112 -0.1144 -0.2351 -0.2343
C -2.541389 -4.284662 1.045380 0.3726 0.3692 -0.1973
H -2.985105 -4.281047 2.042946 0.0560 -0.0525 -0.2341
C -3.086770 -5.078404 0.024844 -0.3471 -0.3448 0.1687
H -3.965997 -5.692480 0.221914 0.1898 0.1097 -0.0319
C -2.500260 -5.084036 -1.247611 0.6183 0.3651 -0.1588
H -2.903081 -5.708973 -2.047126 -0.0272 0.1718 0.2056
C -1.387791 -4.283031 -1.505408 -0.5650 -1.0306 -0.0154
H -0.938550 -4.255016 -2.500230 -0.2441 -0.0848 0.2521
H 0.937429 -3.477006 -2.602628 0.1355 -0.1054 0.1324
C 2.313190 -4.022127 -0.987742 -0.0833 0.0084 -0.1913
C 1.389464 -3.030132 -1.706771 -0.2782 0.8170 0.5594
H 3.203297 -4.219904 -1.597496 0.0022 -0.0500 0.1152
H 1.793764 -4.970842 -0.807491 0.0695 0.2064 0.0276
H 2.625413 -3.601418 -0.022146 -0.0297 -0.1598 -0.2208
C 2.009054 -1.741501 -2.049161 -0.1641 -0.0502 -1.7540
C 3.307834 -1.290056 -1.622601 1.2775 0.8712 0.2700
H 1.410084 -1.048319 -2.634495 0.0060 -0.1644 0.1764
H 4.127308 -1.856668 -2.103037 0.0246 0.0538 0.2170
H 3.460252 -1.359365 -0.528626 0.0398 -0.0707 -0.2044
H 3.412501 -0.229927 -1.903825 0.1693 -0.4171 0.2197
Hg -1.091755 0.265329 1.153830 0.5325 -0.6591 -0.7530
Cl -0.613837 -0.498145 3.345307 -0.0569 0.1728 0.0111
Cl -2.202623 0.748733 -0.884347 -0.2537 0.0435 0.3555
H -4.817053 1.316569 3.245614 0.0457 0.0191 -0.1584
H -4.000284 1.512822 5.415490 0.1398 0.0882 0.0360
C -3.810114 1.295113 2.817405 0.0491 -0.1562 -0.0119
C -2.961773 1.676734 5.114391 0.1833 0.1339 -0.0410
N -2.930691 2.032418 3.705008 0.2995 0.2553 0.0024
H -3.800156 1.757407 1.827504 -0.0073 -0.1117 0.1555
C -1.928962 2.798932 3.215306 0.0563 -0.2688 -0.8688
O -1.661784 2.928053 2.011761 -0.3458 0.0310 1.4049
H -2.539360 2.507740 5.689331 -0.1066 -0.1947 0.0316
H -1.349329 3.311910 4.013847 -0.1629 -0.1593 -0.3025
H -3.494353 0.244173 2.737257 -0.0707 0.2118 -0.0142
H -2.376364 0.767415 5.316802 -0.1721 0.1760 -0.1354
H 1.111189 4.612065 -3.845062 0.1145 -0.0737 0.0127
H -1.215450 4.055349 -3.244001 -0.0050 -0.2049 0.0563
C 1.344846 3.545129 -3.935994 -0.1363 0.0661 0.0164
C -0.978423 2.986810 -3.339226 0.0998 -0.1714 0.0537
N 0.440525 2.784078 -3.096167 0.0273 0.2974 -0.4402
H 2.372009 3.351395 -3.625679 -0.1619 0.0244 -0.0385
C 0.926770 1.813261 -2.294439 0.9430 -0.5265 0.4420
O 2.135630 1.595523 -2.134761 -1.2855 0.4181 -0.2405
H -1.559541 2.408381 -2.612806 0.1269 0.2058 -0.2237
H 0.135728 1.229774 -1.778301 0.3679 0.1771 -0.1452
H 1.213498 3.264298 -4.990592 0.0777 -0.0007 0.1278
H -1.245725 2.671194 -4.360799 0.0365 0.0370 0.2248
Br 2.332809 5.470917 0.739720 0.0073 -0.0805 0.0549
C 2.373031 3.592013 0.968126 -0.2616 -1.0554 0.0699
C 3.559193 2.929528 1.294058 -0.3015 -0.0108 -0.1937
C 3.543584 1.537878 1.395529 -0.6161 0.0618 -0.1137
C 2.330836 0.867217 1.187708 0.3846 0.1325 0.0347
N 1.203482 1.512750 0.897534 -0.2933 0.1764 0.3126
C 1.196494 2.842275 0.798356 0.8208 0.3223 -0.0046
H 4.463683 3.508011 1.448296 -0.0227 -0.1285 -0.0281
H 4.431491 0.953990 1.625280 -0.1027 0.2638 -0.0260
H 2.263982 -0.221675 1.268567 -0.0886 0.3620 -0.1431
H 0.247933 3.331191 0.591331 0.1169 -0.1393 0.0106
```
Forces are in eV/Å.


Question: The lowest DFT total energy belongs to which entry?
Answer: C22H31BrCl2HgN3O3


Question: Number 2 is which compound?
Answer: C22H31BrCl2HgN3O3